# 1
54
Properties=species:S:1:pos:R:3:nbo_charge:R:1 method="wB97M-V/def2-TZVPD" s_squared=2.0044 energy_ha=-1554.90529 lumo_ev="0.72 / 0.68" spin_multiplicity=3 de_lowest_kj_mol=0.0
Pd 0.720 -0.374 -0.005 1.24
Cl -0.328 -0.529 2.342 -0.81
F 1.640 -0.352 -1.954 -0.84
C -2.365 2.045 0.410 -0.63
C -1.185 2.600 -0.378 -0.06
C -0.468 3.658 0.442 -0.07
O 0.716 4.080 -0.207 -0.55
C 1.268 5.197 0.413 -0.25
N -0.222 1.528 -0.773 -0.83
H -2.825 1.226 -0.154 0.20
H -3.114 2.835 0.493 0.21
H -2.171 1.582 1.379 0.25
H -1.645 2.977 -1.298 0.18
H -0.173 3.185 1.388 0.18
H -1.168 4.486 0.597 0.18
H 1.379 5.098 1.500 0.17
H 0.728 6.127 0.188 0.17
H 2.283 5.430 0.075 0.19
H -0.725 1.064 -1.525 0.38
H 0.554 2.017 -1.224 0.41
C 4.372 -1.808 -0.355 -0.62
C 3.391 -1.892 0.820 -0.06
C 3.377 -0.631 1.692 -0.07
O 2.616 0.374 1.047 -0.56
C 2.758 1.642 1.663 -0.24
N 2.047 -2.217 0.286 -0.82
H 4.336 -2.801 -0.819 0.20
H 5.403 -1.742 -0.003 0.21
H 4.129 -1.048 -1.093 0.25
H 3.783 -2.680 1.472 0.18
H 4.420 -0.299 1.716 0.18
H 3.016 -0.834 2.700 0.20
H 3.695 2.105 1.352 0.18
H 2.709 1.559 2.751 0.18
H 1.907 2.251 1.369 0.20
H 2.194 -2.732 -0.582 0.38
H 1.635 -2.953 0.864 0.38
C -2.602 -2.113 -2.603 -0.64
C -2.187 -1.391 -1.302 -0.06
C -3.128 -1.771 -0.170 -0.10
O -3.064 -3.159 0.035 -0.55
C -4.349 -3.731 0.136 -0.24
N -0.783 -1.762 -0.954 -0.82
H -2.674 -3.181 -2.401 0.22
H -1.946 -1.963 -3.463 0.22
H -3.567 -1.710 -2.928 0.21
H -2.186 -0.323 -1.512 0.18
H -4.134 -1.397 -0.381 0.18
H -2.809 -1.204 0.714 0.22
H -4.992 -3.343 0.926 0.18
H -4.199 -4.791 0.334 0.19
H -4.850 -3.646 -0.831 0.16
H -0.837 -2.595 -0.364 0.39
H -0.376 -2.094 -1.824 0.39



# 2
56
Properties=species:S:1:pos:R:3:nbo_charge:R:1 method="wB97M-V/def2-TZVPD" charge=-1 energy_ha=-1627.80691 lumo_ev=2.75 de_lowest_kj_mol=249.6
Cl -2.907 1.585 2.370 2.56
O -3.124 1.030 1.090 -0.89
O -1.743 0.918 2.903 -0.91
O -2.693 3.029 2.223 -0.88
O -3.985 1.351 3.290 -0.87
C -2.383 -1.900 -0.913 -0.64
C -1.210 -0.981 -1.342 -0.07
C -1.737 0.265 -2.144 -0.07
O -0.720 1.354 -2.116 -0.53
C -1.112 2.473 -2.961 -0.26
N -0.497 -0.583 -0.119 -0.79
H -2.130 -2.947 -0.742 0.19
H -2.964 -2.011 -1.829 0.18
H -3.073 -1.588 -0.128 0.23
H -0.389 -1.490 -1.848 0.18
H -2.681 0.588 -1.705 0.18
H -2.036 0.040 -3.168 0.15
H -0.250 3.131 -3.076 0.19
H -2.014 2.927 -2.551 0.18
H -1.242 2.167 -3.999 0.15
H -1.214 -0.378 0.563 0.35
H -0.153 -1.492 0.154 0.36
C 2.770 -4.359 1.894 -0.62
C 1.724 -4.407 0.812 -0.05
C 0.260 -4.092 1.221 -0.06
O 0.063 -2.718 1.590 -0.55
C -0.883 -2.483 2.595 -0.26
N 2.125 -3.454 -0.266 -0.82
H 2.963 -3.352 2.264 0.23
H 3.634 -4.894 1.500 0.20
H 2.341 -4.955 2.700 0.20
H 1.717 -5.413 0.392 0.15
H -0.034 -4.642 2.115 0.17
H -0.292 -4.486 0.367 0.16
H -0.838 -1.426 2.857 0.24
H -0.569 -2.887 3.557 0.15
H -1.845 -2.880 2.271 0.17
H 1.560 -3.574 -1.094 0.35
H 3.056 -3.675 -0.591 0.34
C 0.601 4.229 1.338 -0.63
C 0.616 3.259 0.192 -0.06
C 1.668 3.603 -0.913 -0.08
O 1.728 2.447 -1.813 -0.51
C 2.375 2.806 -3.051 -0.26
N 0.746 1.937 0.787 -0.77
H 1.596 4.190 1.783 0.18
H -0.140 4.039 2.115 0.24
H 0.375 5.174 0.845 0.18
H -0.318 3.374 -0.359 0.19
H 2.518 3.834 -0.271 0.15
H 1.320 4.525 -1.378 0.16
H 2.142 2.087 -3.837 0.19
H 3.437 2.919 -2.834 0.16
H 2.195 3.784 -3.499 0.15
H 1.630 1.989 1.274 0.31
H 0.017 2.009 1.482 0.37



# 3
61
Properties=species:S:1:pos:R:3:nbo_charge:R:1 method="wB97M-V/def2-TZVPD" s_squared=2.0039 charge=+1 energy_ha=-3726.93726 lumo_ev="-2.35 / -2.66" spin_multiplicity=3 de_lowest_kj_mol=0.0
Ni -0.482 -0.499 -0.059 1.47
N -2.319 0.093 -0.403 -1.32
S -3.537 0.419 0.629 2.50
O -4.338 -0.707 0.951 -0.89
O -4.115 1.699 0.474 -0.88
F -2.609 0.566 1.944 -0.53
S -3.086 0.296 -1.870 2.50
O -2.734 1.517 -2.483 -0.89
O -4.406 -0.211 -1.883 -0.87
F -2.252 -0.829 -2.627 -0.51
C 2.719 0.140 -2.982 -0.63
C 1.796 -0.435 -1.924 -0.07
C 2.514 -0.470 -0.591 -0.09
O 1.719 -1.069 0.424 -0.58
C 2.474 -1.138 1.631 -0.25
N 0.543 0.354 -1.727 -0.91
H 3.626 -0.464 -3.091 0.23
H 3.056 1.122 -2.642 0.21
H 2.338 0.187 -4.001 0.24
H 1.520 -1.431 -2.278 0.20
H 2.783 0.568 -0.350 0.18
H 3.471 -0.973 -0.768 0.20
H 1.978 -1.901 2.230 0.20
H 2.484 -0.179 2.156 0.18
H 3.508 -1.462 1.504 0.20
H 0.875 1.266 -1.385 0.42
H 0.269 0.666 -2.661 0.41
C -1.711 -4.488 -0.621 -0.63
C -1.559 -3.037 -0.174 -0.09
C -1.145 -3.004 1.289 -0.08
O -0.928 -1.646 1.686 -0.60
C -0.921 -1.523 3.097 -0.25
N -0.394 -2.416 -0.921 -0.90
H -0.966 -5.115 -0.123 0.21
H -1.691 -4.614 -1.700 0.23
H -2.646 -4.906 -0.237 0.24
H -2.435 -2.422 -0.358 0.25
H -0.246 -3.599 1.478 0.18
H -1.977 -3.454 1.841 0.21
H -0.167 -2.167 3.557 0.18
H -1.910 -1.722 3.513 0.21
H -0.701 -0.495 3.385 0.20
H 0.432 -2.999 -0.788 0.39
H -0.612 -2.608 -1.899 0.40
C -1.094 3.499 1.657 -0.64
C -0.374 2.756 0.554 -0.08
C 0.846 3.574 0.150 -0.07
O 1.686 2.857 -0.736 -0.59
C 2.969 3.483 -0.819 -0.25
N -0.004 1.362 1.008 -0.89
H -0.428 3.763 2.483 0.21
H -1.807 2.817 2.132 0.24
H -1.704 4.338 1.335 0.25
H -0.991 2.654 -0.343 0.22
H 1.411 3.747 1.081 0.16
H 0.565 4.535 -0.282 0.21
H 2.870 4.560 -0.971 0.20
H 3.462 3.077 -1.698 0.20
H 3.548 3.304 0.091 0.18
H 1.016 1.456 1.105 0.37
H -0.188 1.308 2.012 0.39



# 4
57
Properties=species:S:1:pos:R:3:nbo_charge:R:1 method="wB97M-V/def2-TZVPD" s_squared=0.7557 charge=+1 energy_ha=-1236.27073 lumo_ev="-1.78 / -3.45" spin_multiplicity=2 de_lowest_kj_mol=5.9
O 0.818 0.623 -0.345 -0.79
H 0.076 0.168 -0.750 0.54
H 0.895 0.405 0.586 0.57
H 1.605 0.289 -0.783 0.56
C -3.571 0.012 -2.737 -0.62
C -2.427 0.778 -1.974 0.08
C -2.787 2.114 -1.391 -0.40
C -3.640 1.966 -0.120 -0.40
C -2.837 1.205 0.897 -0.43
C -2.445 -0.181 0.514 0.09
N -1.858 -0.018 -0.876 0.01
O -1.081 -1.151 -1.197 -0.46
C -3.628 -1.112 0.523 -0.63
C -1.566 -0.718 1.682 -0.61
C -1.390 1.091 -3.031 -0.61
H -4.548 0.323 -2.367 0.21
H -3.491 -1.065 -2.591 0.24
H -3.594 0.273 -3.795 0.23
H -3.505 2.623 -2.035 0.23
H -1.951 2.801 -1.256 0.22
H -4.551 1.485 -0.477 0.21
H -3.814 3.012 0.131 0.23
H -3.328 1.261 1.868 0.23
H -1.998 1.814 1.234 0.22
H -3.216 -2.117 0.438 0.22
H -4.334 -0.957 -0.294 0.22
H -4.307 -1.049 1.373 0.24
H -1.294 -1.771 1.597 0.22
H -1.895 -0.534 2.704 0.25
H -0.563 -0.296 1.724 0.21
H -1.834 1.608 -3.881 0.24
H -1.031 0.211 -3.565 0.23
H -0.541 1.626 -2.605 0.21
C 4.109 -0.532 -1.482 0.79
O 2.874 -0.479 -1.506 -0.76
N 4.857 -0.691 -0.491 -0.79
N 4.824 -0.410 -2.600 -0.83
H 4.405 -1.016 0.352 0.44
H 5.840 -0.816 -0.686 0.39
H 4.254 -0.138 -3.389 0.41
H 5.827 -0.359 -2.704 0.40
C 2.220 1.956 2.706 0.78
O 1.455 1.415 1.958 -0.75
N 2.851 1.422 3.719 -0.83
N 2.682 3.100 2.342 -0.80
H 3.462 1.948 4.327 0.41
H 2.850 0.419 3.601 0.42
H 2.247 3.578 1.566 0.41
H 3.493 3.488 2.804 0.39
C 2.207 -3.010 1.241 0.76
O 2.806 -2.013 1.219 -0.71
N 2.755 -4.058 1.646 -0.79
N 0.941 -3.209 0.910 -0.85
H 2.170 -4.880 1.608 0.39
H 3.712 -4.081 1.966 0.41
H 0.487 -2.455 0.415 0.41
H 0.305 -3.901 1.279 0.40



Repeat the third record exactly.
61
Properties=species:S:1:pos:R:3:nbo_charge:R:1 method="wB97M-V/def2-TZVPD" s_squared=2.0039 charge=+1 energy_ha=-3726.93726 lumo_ev="-2.35 / -2.66" spin_multiplicity=3 de_lowest_kj_mol=0.0
Ni -0.482 -0.499 -0.059 1.47
N -2.319 0.093 -0.403 -1.32
S -3.537 0.419 0.629 2.50
O -4.338 -0.707 0.951 -0.89
O -4.115 1.699 0.474 -0.88
F -2.609 0.566 1.944 -0.53
S -3.086 0.296 -1.870 2.50
O -2.734 1.517 -2.483 -0.89
O -4.406 -0.211 -1.883 -0.87
F -2.252 -0.829 -2.627 -0.51
C 2.719 0.140 -2.982 -0.63
C 1.796 -0.435 -1.924 -0.07
C 2.514 -0.470 -0.591 -0.09
O 1.719 -1.069 0.424 -0.58
C 2.474 -1.138 1.631 -0.25
N 0.543 0.354 -1.727 -0.91
H 3.626 -0.464 -3.091 0.23
H 3.056 1.122 -2.642 0.21
H 2.338 0.187 -4.001 0.24
H 1.520 -1.431 -2.278 0.20
H 2.783 0.568 -0.350 0.18
H 3.471 -0.973 -0.768 0.20
H 1.978 -1.901 2.230 0.20
H 2.484 -0.179 2.156 0.18
H 3.508 -1.462 1.504 0.20
H 0.875 1.266 -1.385 0.42
H 0.269 0.666 -2.661 0.41
C -1.711 -4.488 -0.621 -0.63
C -1.559 -3.037 -0.174 -0.09
C -1.145 -3.004 1.289 -0.08
O -0.928 -1.646 1.686 -0.60
C -0.921 -1.523 3.097 -0.25
N -0.394 -2.416 -0.921 -0.90
H -0.966 -5.115 -0.123 0.21
H -1.691 -4.614 -1.700 0.23
H -2.646 -4.906 -0.237 0.24
H -2.435 -2.422 -0.358 0.25
H -0.246 -3.599 1.478 0.18
H -1.977 -3.454 1.841 0.21
H -0.167 -2.167 3.557 0.18
H -1.910 -1.722 3.513 0.21
H -0.701 -0.495 3.385 0.20
H 0.432 -2.999 -0.788 0.39
H -0.612 -2.608 -1.899 0.40
C -1.094 3.499 1.657 -0.64
C -0.374 2.756 0.554 -0.08
C 0.846 3.574 0.150 -0.07
O 1.686 2.857 -0.736 -0.59
C 2.969 3.483 -0.819 -0.25
N -0.004 1.362 1.008 -0.89
H -0.428 3.763 2.483 0.21
H -1.807 2.817 2.132 0.24
H -1.704 4.338 1.335 0.25
H -0.991 2.654 -0.343 0.22
H 1.411 3.747 1.081 0.16
H 0.565 4.535 -0.282 0.21
H 2.870 4.560 -0.971 0.20
H 3.462 3.077 -1.698 0.20
H 3.548 3.304 0.091 0.18
H 1.016 1.456 1.105 0.37
H -0.188 1.308 2.012 0.39